Here is a structure of composition C4H24AlB4O2S from the Open Molecules 2025 dataset. Energies are from ωB97M-V/def2-TZVPD.

The geometry in XYZ format:
```
36
C4H24AlB4O2S ωB97M-V/def2-TZVPD
Al 0.298 -1.169 -0.787
B 1.475 -3.939 -0.749
H 1.459 -3.379 0.317
H 1.930 -5.011 -0.532
H 0.380 -3.926 -1.206
H 2.214 -3.346 -1.475
B 0.571 -2.003 -3.761
H 0.503 -3.052 -4.298
H 0.690 -1.144 -4.557
H -0.459 -1.824 -3.101
H 1.408 -1.996 -2.922
B 3.616 -1.063 -0.257
H 3.364 -1.306 -1.420
H 4.021 -2.098 0.135
H 4.405 -0.196 -0.192
H 2.540 -0.866 0.266
B 1.700 1.464 -2.020
H 1.837 0.264 -1.696
H 2.714 2.033 -1.852
H 1.351 1.366 -3.144
H 0.820 1.999 -1.433
C -2.475 2.425 3.561
C -1.977 3.133 2.291
C -2.811 2.584 1.129
S -2.900 0.807 1.492
O -1.910 0.117 0.694
O -4.249 0.302 1.480
C -2.316 0.949 3.218
H -3.511 2.579 3.860
H -1.773 2.651 4.364
H -0.923 2.909 2.111
H -1.980 4.223 2.307
H -2.347 2.702 0.151
H -3.786 3.070 1.108
H -1.256 0.676 3.139
H -2.622 0.066 3.778
```

Properties
Max |F|: 0.0864 hartree/bohr
Frontier orbital gap: 4.293 eV
Electronic energy: -28759.073 eV
Net charge: -1
Multiplicity: 1
HOMO: -5.912 eV

Here is a structure of composition C42H94As2ClF12N5 from the Open Molecules 2025 dataset. Energies are from ωB97M-V/def2-TZVPD.

The geometry in XYZ format:
```
156
C42H94As2ClF12N5 ωB97M-V/def2-TZVPD
C -25.220 11.160 12.713
C -24.378 9.926 13.040
C -23.421 10.338 14.189
N -22.375 9.336 14.550
C -22.954 8.093 15.087
C -21.537 9.934 15.673
C -20.263 9.040 15.721
C -20.120 8.502 14.249
C -21.348 9.083 13.486
H -25.246 11.935 13.465
H -26.214 10.751 12.470
H -24.903 11.673 11.861
H -23.802 9.600 12.197
H -25.031 9.028 13.249
H -23.912 10.580 15.126
H -22.930 11.252 13.901
H -22.208 7.639 15.764
H -23.183 7.299 14.273
H -23.786 8.394 15.715
H -22.150 9.912 16.567
H -21.319 10.946 15.408
H -20.488 8.254 16.409
H -19.416 9.688 16.091
H -19.932 7.430 14.320
H -19.209 8.987 13.840
H -21.808 8.489 12.644
H -21.064 10.026 13.029
C -24.548 24.071 8.793
C -24.974 24.366 10.248
C -26.158 23.394 10.689
N -26.698 23.643 12.093
C -25.505 24.059 13.012
C -27.289 22.355 12.657
C -28.709 22.394 12.115
C -29.054 23.943 11.916
C -27.755 24.740 12.019
H -24.180 23.023 8.765
H -23.805 24.786 8.547
H -25.438 24.216 8.138
H -25.200 25.390 10.417
H -24.115 24.022 10.828
H -25.750 22.379 10.534
H -26.937 23.456 9.940
H -25.778 24.056 14.050
H -25.185 25.046 12.685
H -24.791 23.220 12.881
H -27.234 22.449 13.712
H -26.549 21.529 12.406
H -29.404 21.828 12.746
H -28.764 21.916 11.147
H -29.837 24.313 12.542
H -29.429 24.111 10.907
H -27.642 25.399 12.858
H -27.574 25.260 11.073
C -19.793 22.918 10.649
C -19.911 21.675 11.555
C -20.574 20.526 10.859
N -20.605 19.216 11.606
C -21.251 19.290 12.931
C -19.330 18.563 11.648
C -19.597 17.106 11.965
C -20.967 16.836 11.206
C -21.422 18.257 10.748
H -20.695 23.130 10.056
H -18.994 22.856 9.902
H -19.561 23.774 11.230
H -20.531 21.959 12.407
H -18.974 21.310 11.985
H -20.141 20.399 9.868
H -21.604 20.764 10.694
H -21.639 18.275 13.127
H -22.044 20.047 12.882
H -20.537 19.445 13.716
H -18.686 19.107 12.293
H -18.908 18.613 10.629
H -19.710 17.021 13.021
H -18.772 16.500 11.614
H -21.695 16.267 11.804
H -20.795 16.305 10.260
H -22.496 18.357 10.997
H -21.133 18.527 9.718
C -21.016 21.636 6.804
C -21.947 20.669 7.543
C -23.052 20.324 6.532
N -24.276 19.659 6.899
C -25.077 20.539 7.770
C -26.468 20.023 7.944
C -27.140 19.672 6.677
C -26.346 18.761 5.720
C -25.017 19.421 5.557
C -23.977 18.375 7.662
H -21.527 22.621 6.667
H -20.670 21.190 5.858
H -20.152 21.840 7.430
H -22.461 21.168 8.404
H -21.393 19.774 7.848
H -22.652 19.677 5.739
H -23.416 21.237 6.044
H -25.113 21.531 7.370
H -24.616 20.517 8.836
H -26.993 20.856 8.491
H -26.551 19.267 8.706
H -27.294 20.661 6.149
H -28.156 19.417 6.798
H -26.882 18.711 4.771
H -26.321 17.719 6.056
H -25.194 20.435 5.295
H -24.279 18.904 4.983
H -23.496 18.572 8.591
H -23.311 17.816 6.999
H -24.867 17.788 7.856
C -19.815 12.055 7.873
C -18.301 12.096 7.831
C -17.905 13.174 6.891
N -16.421 13.439 6.680
C -15.714 12.206 6.201
C -14.255 12.496 5.761
C -14.141 13.565 4.694
C -14.877 14.810 5.183
C -16.298 14.532 5.532
C -15.861 13.973 7.965
H -20.319 12.980 7.718
H -20.173 11.561 8.746
H -20.099 11.457 6.976
H -17.858 11.123 7.468
H -18.075 12.235 8.884
H -18.342 14.124 7.230
H -18.320 13.026 5.883
H -16.347 11.890 5.350
H -15.755 11.488 6.957
H -13.851 11.597 5.315
H -13.681 12.730 6.605
H -14.720 13.279 3.816
H -13.213 13.902 4.243
H -14.855 15.605 4.367
H -14.357 15.285 5.999
H -16.829 14.089 4.734
H -16.906 15.372 5.961
H -16.191 13.510 8.899
H -16.156 15.022 8.035
H -14.753 13.862 8.001
Cl -24.119 20.819 11.281
As -19.791 17.314 6.960
F -20.207 15.922 6.020
F -18.781 16.228 7.911
F -19.459 18.657 8.032
F -20.780 18.296 6.051
F -21.071 16.916 8.009
F -18.519 17.710 5.946
As -19.934 12.851 12.393
F -20.709 13.982 13.456
F -18.392 13.739 12.615
F -19.103 11.686 11.423
F -21.411 12.031 12.140
F -20.137 13.768 10.980
F -19.635 11.827 13.781
```

Properties
Max |F|: 0.0594 hartree/bohr
Frontier orbital gap: 9.577 eV
Electronic energy: -219332.951 eV
Net charge: +2
Multiplicity: 1
HOMO: -12.548 eV

Here is the ion C4H5N2S2 with charge -1 from the Open Molecules 2025 dataset. Energies are from ωB97M-V/def2-TZVPD.

The geometry in XYZ format:
```
13
C4H5N2S2 ωB97M-V/def2-TZVPD
C -1.760 -0.657 0.197
C -3.944 0.522 0.456
C 0.543 -0.302 -0.609
C -0.393 -0.374 0.618
N -4.478 -0.321 -0.280
N -4.043 -1.383 -0.901
S -4.158 1.947 1.144
S -2.386 -1.743 -0.823
H 0.352 -1.220 -1.142
H 1.446 0.066 -0.208
H 0.343 0.512 -1.351
H -0.458 0.553 1.220
H 0.034 -1.081 1.248
```

Properties
Max |F|: 0.0521 hartree/bohr
Frontier orbital gap (alpha / beta): 5.999 / 6.000 eV
Electronic energy: -28876.400 eV
Net charge: -1
Multiplicity: 1
HOMO (alpha / beta): -2.540 / -2.541 eV

Here is an isolated molecule of C3H4O from the Open Molecules 2025 dataset. Energies are from ωB97M-V/def2-TZVPD.

The geometry in XYZ format:
```
8
C3H4O ωB97M-V/def2-TZVPD
O -2.255 -0.253 -0.433
C -0.849 -0.165 -0.140
C 0.423 0.159 -0.757
C 0.257 -0.137 0.768
H 1.066 -0.588 -1.273
H 0.651 1.281 -1.012
H 0.277 0.725 1.527
H 0.430 -1.023 1.319
```

Properties
Max |F|: 0.1964 hartree/bohr
Frontier orbital gap: 9.604 eV
Electronic energy: -5219.376 eV
Net charge: 0
Multiplicity: 1
SMILES string: O=C1CC1
HOMO: -9.813 eV

Here is a structure of composition C20H14BrFN2NdO5 from the Open Molecules 2025 dataset. Energies are from ωB97M-V/def2-TZVPD.

The geometry in XYZ format:
```
44
C20H14BrFN2NdO5 ωB97M-V/def2-TZVPD
Nd -1.867 -0.226 -2.344
Br 0.422 2.079 -3.259
C -1.048 2.214 -4.490
C -1.153 3.094 -5.538
C -2.341 3.056 -6.270
C -3.355 2.179 -5.916
C -3.148 1.334 -4.842
N -1.994 1.347 -4.158
C -4.222 0.358 -4.284
O -5.221 0.177 -4.926
O -3.875 -0.145 -3.137
H -0.357 3.784 -5.775
H -2.466 3.731 -7.105
H -4.299 2.138 -6.442
C 3.567 -2.757 1.821
C 2.483 -2.256 2.775
C 3.101 -1.328 3.809
C 2.034 -0.768 4.735
C 1.026 -0.015 3.914
C 0.353 1.065 4.431
C -0.582 1.758 3.661
F -1.220 2.792 4.210
C -0.855 1.396 2.375
C -0.184 0.294 1.825
C -0.501 -0.124 0.487
O -1.300 0.537 -0.266
C 0.113 -1.333 0.056
C 1.025 -1.981 0.836
N 1.396 -1.533 2.042
C 0.767 -0.421 2.586
C -0.389 -1.701 -1.314
O -1.545 -2.186 -1.404
O 0.145 -1.149 -2.315
H 4.433 -3.062 2.405
H 3.875 -1.954 1.149
H 3.262 -3.618 1.229
H 2.018 -3.102 3.290
H 3.608 -0.509 3.291
H 3.851 -1.881 4.372
H 2.474 -0.108 5.482
H 1.540 -1.581 5.274
H 0.541 1.385 5.448
H -1.583 1.926 1.778
H 1.467 -2.906 0.502
```

Properties
Max |F|: 0.0772 hartree/bohr
Frontier orbital gap (alpha / beta): 8.358 / 8.375 eV
Electronic energy: -122220.205 eV
Net charge: +1
Multiplicity: 4
HOMO (alpha / beta): -11.836 / -11.839 eV

- The lowest max |F| belongs to which entry?
  C4H5N2S2

- The lowest electronic energy belongs to which entry?
  C42H94As2ClF12N5

- Look up the net charge of the first one.
  -1

What did the third record say?
Here is the ion C4H5N2S2 with charge -1 from the Open Molecules 2025 dataset. Energies are from ωB97M-V/def2-TZVPD.

The geometry in XYZ format:
```
13
C4H5N2S2 ωB97M-V/def2-TZVPD
C -1.760 -0.657 0.197
C -3.944 0.522 0.456
C 0.543 -0.302 -0.609
C -0.393 -0.374 0.618
N -4.478 -0.321 -0.280
N -4.043 -1.383 -0.901
S -4.158 1.947 1.144
S -2.386 -1.743 -0.823
H 0.352 -1.220 -1.142
H 1.446 0.066 -0.208
H 0.343 0.512 -1.351
H -0.458 0.553 1.220
H 0.034 -1.081 1.248
```

Properties
Max |F|: 0.0521 hartree/bohr
Frontier orbital gap (alpha / beta): 5.999 / 6.000 eV
Electronic energy: -28876.400 eV
Net charge: -1
Multiplicity: 1
HOMO (alpha / beta): -2.540 / -2.541 eV